(1)
DFT (wB97M-V/def2-TZVPD) results for a structure of composition C18H28BN7OPd at a distorted geometry.

Cartesian coordinates (Å):
1 Pd 0.0513 -0.1697 0.1675
2 C -3.2825 -1.5729 -0.8475
3 C -2.6865 -0.5536 -1.7620
4 C -3.1761 -0.0796 -2.9897
5 C -2.2444 0.8445 -3.4181
6 C -2.2431 1.6734 -4.6608
7 N -1.2706 0.8999 -2.4872
8 N -1.5459 0.0551 -1.4702
9 B 0.0007 1.7776 -2.4599
10 N 0.0095 2.6233 -1.1761
11 N 0.0260 2.0397 0.0511
12 C 0.0194 3.0223 0.9474
13 C 0.0370 2.7729 2.4179
14 C -0.0017 4.2614 0.2898
15 C -0.0064 3.9627 -1.0548
16 C -0.0261 4.8909 -2.2243
17 N 1.2759 0.9024 -2.4894
18 N 1.5791 0.0514 -1.4793
19 C 2.7197 -0.5465 -1.8001
20 C 3.3587 -1.5513 -0.9042
21 C 3.1776 -0.0645 -3.0355
22 C 2.2338 0.8566 -3.4364
23 C 2.2061 1.6917 -4.6745
24 H -4.3230 -1.7576 -1.1103
25 H -2.7433 -2.5193 -0.9137
26 H -3.2356 -1.2316 0.1876
27 H -4.0835 -0.3721 -3.4926
28 H -3.1290 1.4421 -5.2495
29 H -2.2511 2.7395 -4.4303
30 H -1.3618 1.4766 -5.2726
31 H -0.0052 2.4861 -3.4239
32 H 0.0264 1.7107 2.6273
33 H 0.9275 3.2144 2.8697
34 H -0.8340 3.2284 2.8923
35 H -0.0104 5.2400 0.7408
36 H -0.0339 5.9194 -1.8681
37 H 0.8497 4.7515 -2.8591
38 H -0.9095 4.7329 -2.8441
39 H 2.7686 -1.6535 0.0006
40 H 3.4288 -2.5257 -1.3909
41 H 4.3686 -1.2420 -0.6312
42 H 4.0767 -0.3470 -3.5583
43 H 3.0838 1.4688 -5.2784
44 H 1.3156 1.4927 -5.2715
45 H 2.2104 2.7561 -4.4371
46 N 0.3644 -1.8467 4.0601
47 C 0.2635 -1.4815 2.7672
48 O -0.2436 -0.4057 2.4445
49 C 0.7868 -2.4104 1.7164
50 C 0.0915 -2.1224 0.3915
51 H 0.0537 -1.2096 4.7733
52 H 0.8161 -2.7005 4.3293
53 H 0.6666 -3.4525 2.0360
54 H 1.8629 -2.2280 1.6480
55 H -0.9539 -2.4345 0.4412
56 H 0.5803 -2.6455 -0.4304

Results
Orbital gap (eV): 8.0368
HOMO level (eV): -7.50
Charge: 0
Strongest force on any atom (eV/A): 1.4

Per-atom natural (NBO) charges, elementary charge units:
1. Pd 0.8565
2. C -0.6374
3. C 0.1530
4. C -0.3625
5. C 0.1967
6. C -0.6396
7. N -0.3256
8. N -0.3507
9. B 0.5347
10. N -0.3261
11. N -0.3342
12. C 0.1744
13. C -0.6518
14. C -0.3633
15. C 0.2083
16. C -0.6404
17. N -0.3312
18. N -0.3305
19. C 0.1690
20. C -0.6314
21. C -0.3636
22. C 0.1982
23. C -0.6382
24. H 0.2179
25. H 0.2173
26. H 0.2251
27. H 0.2177
28. H 0.2221
29. H 0.2220
30. H 0.2204
31. H -0.0373
32. H 0.2501
33. H 0.2147
34. H 0.2172
35. H 0.2187
36. H 0.2223
37. H 0.2228
38. H 0.2235
39. H 0.2129
40. H 0.2186
41. H 0.2199
42. H 0.2191
43. H 0.2222
44. H 0.2228
45. H 0.2237
46. N -0.7983
47. C 0.6985
48. O -0.6484
49. C -0.5371
50. C -0.5288
51. H 0.4085
52. H 0.4014
53. H 0.2146
54. H 0.2337
55. H 0.1829
56. H 0.1951

(2)
DFT (wB97M-V/def2-TZVPD) results for a cluster of 4 separate species, C36H70F2IN8O9S3 in total at a distorted geometry.

Cartesian coordinates (Å):
1 C 4.1366 6.8926 2.2165
2 C 2.6934 6.6590 1.6818
3 F 2.4309 5.2744 1.6347
4 N 2.3638 7.3295 0.4100
5 C 2.8241 6.9747 -0.7747
6 N 2.3667 7.6930 -1.8821
7 C 1.9686 6.7600 -2.9825
8 C 1.8107 5.2685 -2.5523
9 F 0.5233 5.1643 -1.9167
10 S 1.6809 4.2908 -4.1116
11 C 0.6060 2.8775 -3.5905
12 C -0.9286 3.2253 -3.7553
13 O -1.2845 4.1708 -4.3995
14 O -1.9046 2.4667 -3.1263
15 C -2.4525 3.1718 -1.9806
16 C -3.0292 2.1370 -0.9374
17 C -2.6086 2.5024 0.5481
18 O -4.4824 2.1151 -0.9741
19 C -4.9174 0.9409 -1.6207
20 O -4.7645 0.8662 -2.8076
21 C -5.6130 -0.2257 -0.8437
22 S -4.8876 -1.8129 -1.4714
23 C 2.8813 4.7608 -1.5118
24 C 3.7634 3.5427 -2.0265
25 C 4.7010 3.0035 -0.8458
26 C 4.7941 1.4249 -0.8364
27 C 4.6494 0.7793 0.6026
28 C 5.8611 -0.1856 0.9221
29 C 5.8917 -1.4859 0.0034
30 C 7.2095 -1.4506 -0.8776
31 S 7.4040 -3.1684 -1.5922
32 C 6.3481 -3.2456 -3.0514
33 N 6.7608 -2.8678 -4.2640
34 N 5.6737 -3.0525 -5.0775
35 C 4.6703 -3.5202 -4.3453
36 O 5.0401 -3.6904 -3.0191
37 N 3.7128 5.8621 -0.9112
38 C 4.9133 6.1655 -1.7435
39 C 5.4646 7.6368 -1.6495
40 O 5.2829 8.3368 -2.5966
41 I 6.5593 8.4749 0.0042
42 H 4.3736 7.9817 2.2532
43 H 4.1372 6.5132 3.2768
44 H 4.9031 6.2852 1.6760
45 H 1.9859 7.0535 2.4605
46 H 1.7096 8.1138 0.4662
47 H 1.5031 8.1952 -1.6411
48 H 1.0337 7.0902 -3.4998
49 H 2.7807 6.8107 -3.7647
50 H 0.8059 2.0048 -4.2597
51 H 0.7958 2.6019 -2.5202
52 H -1.6214 3.7468 -1.5022
53 H -3.2633 3.8625 -2.3342
54 H -2.6879 1.1073 -1.2211
55 H -3.5304 2.9391 1.0212
56 H -1.7941 3.2685 0.5733
57 H -2.3164 1.5759 1.1027
58 H -6.7039 -0.1953 -1.1061
59 H -5.4478 -0.1748 0.2776
60 H -4.9282 -1.6867 -2.8334
61 H 2.3001 4.3253 -0.6494
62 H 3.0765 2.6839 -2.2495
63 H 4.3503 3.8093 -2.9405
64 H 5.7376 3.4016 -0.9628
65 H 4.2546 3.3450 0.1305
66 H 4.0153 0.9407 -1.4904
67 H 5.7851 1.1082 -1.2533
68 H 3.7075 0.1784 0.6250
69 H 4.5979 1.5376 1.4283
70 H 5.7958 -0.5269 1.9862
71 H 6.8149 0.3963 0.7877
72 H 5.9022 -2.3764 0.6850
73 H 4.9984 -1.5630 -0.6625
74 H 7.1115 -0.7361 -1.7339
75 H 8.1257 -1.2527 -0.2651
76 H 3.6412 -3.7791 -4.6672
77 H 5.7599 5.4840 -1.4518
78 H 4.7359 5.9591 -2.8350
79 C -8.0435 -0.5453 3.3271
80 C -6.6483 -1.1595 3.3918
81 C -6.2801 -1.7159 4.7791
82 O -5.9473 -0.7286 5.7427
83 C -7.0606 -0.0879 6.3432
84 N -5.6689 -0.1662 2.9314
85 H -8.0867 0.4497 3.7703
86 H -8.3607 -0.4411 2.2864
87 H -8.7766 -1.1784 3.8334
88 H -6.6345 -2.0014 2.6909
89 H -5.3791 -2.3275 4.6666
90 H -7.0609 -2.3832 5.1646
91 H -7.9051 -0.7702 6.4743
92 H -7.3625 0.7804 5.7537
93 H -6.7518 0.2746 7.3243
94 H -4.7561 -0.6132 2.8716
95 H -5.5543 0.5173 3.6777
96 C 5.8818 -8.0298 1.2395
97 C 5.4400 -6.9859 0.2178
98 C 5.7284 -5.5363 0.6485
99 O 4.8409 -5.0231 1.6344
100 C 5.1309 -5.4302 2.9610
101 N 4.0176 -7.1875 -0.0827
102 H 5.1941 -8.1124 2.0813
103 H 5.9287 -9.0164 0.7731
104 H 6.8769 -7.8023 1.6304
105 H 6.0108 -7.1701 -0.6983
106 H 5.5933 -4.8945 -0.2256
107 H 6.7715 -5.4105 0.9662
108 H 6.2066 -5.5242 3.1353
109 H 4.6264 -6.3713 3.1881
110 H 4.7338 -4.6743 3.6403
111 H 3.7527 -6.5648 -0.8427
112 H 3.4860 -6.8381 0.7125
113 C -7.2693 -4.8635 -1.1258
114 C -7.7055 -4.6378 0.3192
115 C -8.5033 -5.8117 0.9163
116 O -9.8470 -5.9011 0.4699
117 C -10.0092 -6.4967 -0.8061
118 N -8.4569 -3.3778 0.3991
119 H -8.0794 -4.7136 -1.8399
120 H -6.4797 -4.1578 -1.3915
121 H -6.8725 -5.8727 -1.2649
122 H -6.7941 -4.5287 0.9174
123 H -8.5664 -5.6582 1.9986
124 H -7.9838 -6.7669 0.7688
125 H -9.2815 -7.2941 -0.9821
126 H -9.9396 -5.7398 -1.5901
127 H -11.0112 -6.9248 -0.8531
128 H -8.6512 -3.1746 1.3774
129 H -9.3786 -3.5477 0.0004

Results
Orbital gap (eV): 6.2191
HOMO level (eV): -10.24
Charge: +1
Strongest force on any atom (eV/A): 3.0

These are the Mulliken partial charges, in e, on atoms 1 to 99:
1. C -1.0722
2. C 0.2310
3. F -0.2694
4. N 0.0264
5. C -0.4178
6. N -0.1630
7. C -1.5247
8. C 1.1596
9. F -0.3625
10. S -0.1565
11. C -0.5139
12. C 0.4653
13. O -0.5244
14. O -0.3712
15. C -0.1849
16. C 0.5189
17. C -1.1704
18. O -0.4711
19. C 0.4168
20. O -0.4905
21. C 0.1288
22. S -0.3552
23. C -0.6892
24. C -0.7019
25. C -0.5207
26. C -0.0197
27. C -0.8685
28. C -0.9410
29. C 0.0158
30. C -0.6456
31. S -0.1198
32. C 0.4130
33. N -0.3165
34. N -0.3628
35. C 0.0211
36. O -0.1540
37. N 1.0596
38. C -0.4825
39. C -0.1993
40. O -0.4104
41. I 0.0798
42. H 0.2723
43. H 0.3561
44. H 0.2391
45. H 0.3478
46. H 0.3325
47. H 0.4252
48. H 0.5194
49. H 0.3908
50. H 0.6450
51. H 0.2098
52. H 0.0076
53. H 0.2134
54. H 0.3429
55. H 0.3007
56. H 0.2890
57. H 0.2738
58. H 0.2701
59. H -0.0847
60. H 0.1688
61. H 0.3312
62. H 0.4369
63. H 0.2310
64. H 0.1437
65. H 0.1953
66. H 0.3048
67. H -0.0234
68. H 0.2942
69. H 0.4051
70. H 0.3918
71. H 0.3588
72. H 0.0246
73. H 0.3017
74. H 0.2477
75. H 0.4234
76. H 0.3706
77. H 0.5191
78. H 0.3868
79. C -1.5930
80. C 0.7935
81. C -0.8127
82. O -0.4072
83. C -0.6320
84. N -0.5562
85. H 0.3888
86. H 0.3205
87. H 0.3680
88. H -0.0125
89. H 0.3699
90. H 0.4464
91. H 0.2955
92. H 0.2181
93. H 0.2687
94. H 0.2758
95. H 0.2852
96. C -1.4455
97. C 0.2284
98. C -0.0460
99. O -0.4076

(3)
DFT (wB97M-V/def2-TZVPD) results for a cluster of 2 separate species, C12H24BFN3O3PSi2 in total at a distorted geometry.

Cartesian coordinates (Å):
1 C 4.5390 -7.3428 2.0518
2 C 3.8868 -6.0734 2.0413
3 C 3.2562 -4.6216 1.5442
4 C 3.8326 -3.2679 2.2758
5 C 3.1138 -1.8904 1.6545
6 P 3.5429 -0.1135 2.3040
7 O 4.7748 -0.1305 3.3030
8 N 2.1209 -2.1189 0.5557
9 F 1.5994 -0.9338 0.0578
10 N 1.6251 -3.2196 -0.0522
11 C 2.1169 -4.5483 0.3824
12 B 1.4441 -5.8856 -0.3759
13 O 1.6727 -7.2803 0.0454
14 O 0.5257 -5.6536 -1.5096
15 H 4.8256 -8.4972 1.9498
16 H 4.6250 -3.2445 3.1383
17 H 3.6564 0.8625 1.2379
18 H 2.3772 0.2967 3.0986
19 H 1.4927 -7.3005 1.0495
20 H -0.3260 -5.3137 -1.0723
21 C -2.6567 6.0767 -0.8272
22 Si -2.4520 4.2502 -1.2781
23 C -1.3261 4.1956 -2.7776
24 C -4.1521 3.6312 -1.7726
25 N -1.7928 3.3900 0.0900
26 Si -1.4881 1.6747 -0.0075
27 C -0.2197 1.2355 -1.3180
28 C -3.0475 0.6762 -0.3093
29 C -0.7773 1.0691 1.6393
30 H -3.0700 6.6227 -1.6832
31 H -3.3428 6.1974 0.0165
32 H -1.6950 6.5271 -0.5691
33 H -1.6767 4.9039 -3.5368
34 H -1.3134 3.2071 -3.2403
35 H -0.3031 4.4719 -2.5079
36 H -4.8133 3.5705 -0.9035
37 H -4.1052 2.6499 -2.2481
38 H -4.6070 4.3184 -2.4946
39 H -0.6201 1.3519 -2.3272
40 H 0.0843 0.1890 -1.2104
41 H 0.6740 1.8575 -1.2199
42 H -3.8381 0.9659 0.3867
43 H -2.8442 -0.3910 -0.1660
44 H -3.4172 0.7978 -1.3301
45 H -1.4842 1.2573 2.4553
46 H 0.1633 1.5879 1.8669
47 H -0.5808 -0.0078 1.5923

Results
Orbital gap (eV): 1.7795
ΔE to the lowest compared entry with this formula, charge and spin (kcal/mol): 89.2
HOMO level (eV): -5.94
Charge: 0
Strongest force on any atom (eV/A): 9.8

Per-atom natural (NBO) charges, elementary charge units:
1. C -0.1591
2. C -0.1228
3. C -0.0504
4. C -0.0961
5. C -0.1885
6. P 1.3610
7. O -1.0202
8. N 0.2132
9. F -0.1447
10. N -0.1012
11. C -0.1451
12. B 1.1689
13. O -0.8942
14. O -0.9124
15. H 0.3132
16. H 0.3137
17. H 0.0112
18. H 0.0056
19. H 0.5067
20. H 0.5086
21. C -1.1120
22. Si 1.7743
23. C -1.1239
24. C -1.1252
25. N -1.4361
26. Si 1.7763
27. C -1.1253
28. C -1.1238
29. C -1.1162
30. H 0.2154
31. H 0.2301
32. H 0.2288
33. H 0.2264
34. H 0.2205
35. H 0.2324
36. H 0.2349
37. H 0.2214
38. H 0.2258
39. H 0.2344
40. H 0.2099
41. H 0.2302
42. H 0.2391
43. H 0.2151
44. H 0.2301
45. H 0.2391
46. H 0.2145
47. H 0.1969

(4)
DFT (wB97M-V/def2-TZVPD) results for a structure of composition C60H54GeN6NaP2Se4.

Cartesian coordinates (Å):
1 Na 0.3024 0.8806 -0.9085
2 C -3.5973 4.8807 -2.3942
3 Se -1.9121 3.9162 -2.5378
4 C -2.4474 2.7335 -3.9950
5 C -1.2133 2.2050 -4.7018
6 Se 0.0093 1.1796 -3.5624
7 C -2.1603 -1.5147 -2.7463
8 H -3.4301 5.7171 -1.7173
9 H -4.3833 4.2484 -1.9874
10 H -3.8909 5.2651 -3.3694
11 H -3.0571 3.3254 -4.6826
12 H -3.0568 1.9223 -3.5928
13 H -0.6544 3.0397 -5.1239
14 H -1.5150 1.5513 -5.5208
15 H -2.3078 -1.1209 -3.7470
16 H -2.2434 -0.7041 -2.0319
17 H -2.8636 -2.3166 -2.5249
18 Se 3.5853 -5.1333 -3.6962
19 P 1.7298 -4.3433 -4.2704
20 C 0.5532 -5.6853 -4.6126
21 C -0.6545 -5.8746 -3.9528
22 C -1.4408 -6.9829 -4.2413
23 C -1.0310 -7.9020 -5.1926
24 C 0.1816 -7.7242 -5.8474
25 C 0.9748 -6.6307 -5.5501
26 C 1.7948 -3.3021 -5.7503
27 C 2.6582 -2.2086 -5.7257
28 C 2.7876 -1.4008 -6.8398
29 C 2.0694 -1.6901 -7.9936
30 C 1.2135 -2.7790 -8.0234
31 C 1.0704 -3.5846 -6.9014
32 C 0.8680 -3.2158 -3.1227
33 C 1.1004 -2.5095 -1.9191
34 N -0.0044 -1.7926 -1.6673
35 N -0.8112 -2.0443 -2.6631
36 N -0.3534 -2.8793 -3.5508
37 P 2.2639 -2.5877 -0.5166
38 Se 2.1935 -0.8316 0.6768
39 C 1.7312 -4.0802 0.3572
40 C 1.3061 -4.0020 1.6772
41 C 0.8252 -5.1380 2.3145
42 C 0.7646 -6.3445 1.6341
43 C 1.1906 -6.4228 0.3134
44 C 1.6708 -5.2939 -0.3279
45 C 3.9147 -2.8653 -1.1532
46 C 4.7567 -3.8079 -0.5794
47 C 6.0690 -3.9073 -1.0170
48 C 6.5375 -3.0593 -2.0087
49 C 5.7013 -2.0975 -2.5616
50 C 4.3930 -1.9938 -2.1286
51 H -0.9935 -5.1633 -3.2152
52 H -2.3779 -7.1227 -3.7182
53 H -1.6505 -8.7597 -5.4210
54 H 0.5157 -8.4456 -6.5815
55 H 1.9365 -6.5129 -6.0349
56 H 3.2331 -1.9952 -4.8321
57 H 3.4490 -0.5453 -6.8105
58 H 2.1748 -1.0600 -8.8671
59 H 0.6497 -3.0038 -8.9194
60 H 0.3826 -4.4192 -6.9256
61 H 1.3486 -3.0512 2.1939
62 H 0.4949 -5.0766 3.3433
63 H 0.3853 -7.2276 2.1323
64 H 1.1487 -7.3636 -0.2200
65 H 2.0174 -5.3655 -1.3541
66 H 4.3881 -4.4772 0.1872
67 H 6.7251 -4.6503 -0.5831
68 H 7.5615 -3.1423 -2.3490
69 H 6.0708 -1.4326 -3.3311
70 H 3.7402 -1.2345 -2.5466
71 C -6.4025 3.1797 1.3138
72 C -5.8667 4.0073 2.2902
73 C -4.5045 4.2745 2.3030
74 C -3.6544 3.7281 1.3393
75 C -4.2096 2.8918 0.3699
76 C -5.5709 2.6219 0.3531
77 Ge -1.7259 4.0619 1.3869
78 C -1.2099 4.2911 3.2576
79 C -0.0906 5.0629 3.5806
80 C 0.4219 5.0784 4.8699
81 C -0.1727 4.3159 5.8659
82 C -1.2944 3.5546 5.5688
83 C -1.7999 3.5385 4.2761
84 C -1.1957 5.7007 0.4550
85 C -1.9538 6.8626 0.6067
86 C -1.5835 8.0422 -0.0241
87 C -0.4397 8.0789 -0.8100
88 C 0.3263 6.9336 -0.9671
89 C -0.0550 5.7545 -0.3420
90 H -7.4650 2.9719 1.3002
91 H -6.5096 4.4438 3.0445
92 H -4.1025 4.9236 3.0736
93 H -3.5683 2.4621 -0.3934
94 H -5.9846 1.9784 -0.4140
95 H 0.3890 5.6614 2.8126
96 H 1.2916 5.6823 5.0975
97 H 0.2397 4.3094 6.8669
98 H -1.7693 2.9653 6.3449
99 H -2.6710 2.9282 4.0586
100 H -2.8477 6.8522 1.2223
101 H -2.1872 8.9331 0.0969
102 H -0.1504 8.9975 -1.3045
103 H 1.2114 6.9513 -1.5899
104 H 0.5382 4.8606 -0.5032
105 N -0.3047 0.1090 6.5652
106 C 0.1716 0.2015 7.8570
107 C -0.3214 -0.2494 9.0778
108 C 0.4405 0.0358 10.1929
109 C 1.6538 0.7389 10.0977
110 C 2.1357 1.1780 8.8824
111 C 1.3760 0.9058 7.7445
112 N 1.6178 1.2337 6.4209
113 C 0.6046 0.7477 5.7614
114 C 0.4038 0.9177 4.3158
115 C -0.6978 0.3970 3.6479
116 C -0.8810 0.7121 2.3133
117 N -0.0528 1.4983 1.6315
118 C 1.0339 1.9449 2.2624
119 C 1.3062 1.6880 3.5930
120 H -1.1585 -0.3285 6.2730
121 H -1.2511 -0.7977 9.1552
122 H 0.0967 -0.2905 11.1656
123 H 2.2170 0.9367 10.9999
124 H 3.0724 1.7124 8.7997
125 H -1.4236 -0.2406 4.1358
126 H -1.7505 0.3419 1.7804
127 H 1.7049 2.5707 1.6834
128 H 2.1850 2.0914 4.0743

Results
Expectation value of S²: 0.75
Orbital gap (spin up / spin down) (eV): 6.3147 / 5.8931
ΔE to the lowest compared entry with this formula, charge and spin (kcal/mol): 24.0
HOMO level (spin up / spin down) (eV): -6.47 / -6.47
2S+1: 2
Charge: 0
Strongest force on any atom (eV/A): 0.5

These are the Mulliken partial charges, in e, on atoms 1 to 99:
1. Na 0.4620
2. C -0.8752
3. Se 0.1334
4. C -0.5666
5. C -1.0111
6. Se -0.5043
7. C -1.0946
8. H 0.1704
9. H 0.2769
10. H 0.4419
11. H 0.3949
12. H 0.2532
13. H 0.3852
14. H 0.4148
15. H 0.3637
16. H 0.3047
17. H 0.3066
18. Se -0.2108
19. P 0.8761
20. C 0.3696
21. C -0.3473
22. C -0.7289
23. C -0.4630
24. C -0.7459
25. C -0.4331
26. C 0.4390
27. C -0.1287
28. C -0.7355
29. C -0.5411
30. C -0.7222
31. C -0.4235
32. C 0.6883
33. C -0.0705
34. N -0.6210
35. N 0.9229
36. N -0.7556
37. P 1.3580
38. Se -0.5124
39. C 0.0829
40. C -0.7563
41. C -0.6055
42. C -0.5349
43. C -0.9574
44. C 0.3872
45. C 0.2851
46. C -0.4533
47. C -0.7142
48. C -0.5401
49. C -0.5322
50. C -0.2342
51. H 0.3276
52. H 0.4044
53. H 0.3897
54. H 0.3975
55. H 0.4275
56. H 0.1837
57. H 0.4329
58. H 0.3872
59. H 0.4106
60. H 0.3602
61. H 0.3864
62. H 0.4223
63. H 0.3816
64. H 0.4894
65. H 0.1512
66. H 0.3842
67. H 0.4119
68. H 0.3930
69. H 0.4186
70. H 0.5101
71. C -0.4871
72. C -0.7106
73. C 0.1171
74. C 0.2127
75. C -0.6040
76. C -0.6432
77. Ge -0.3064
78. C 0.5478
79. C -0.4778
80. C -0.8885
81. C -0.3382
82. C -0.7384
83. C -0.3702
84. C 0.2796
85. C -0.2527
86. C -0.5523
87. C -0.5213
88. C -0.6126
89. C -0.2909
90. H 0.3742
91. H 0.3992
92. H 0.4170
93. H 0.7745
94. H 0.4198
95. H 0.3440
96. H 0.4265
97. H 0.3907
98. H 0.4605
99. H 0.4407